# C22H40N3O3P3V

C22H40N3O3P3V as an isolated structure in a non-equilibrium geometry (ωB97M-V/def2-TZVPD, the Open Molecules 2025 dataset).

Last column: Mulliken charge in e.
CARTESIAN COORDINATES (ANGSTROEM)
P -2.601951 -1.453019 3.022708  0.940
C -3.234083 -1.115472 4.715528  -1.360
H -3.571317 -2.065958 5.152270  0.467
H -4.067851 -0.403802 4.622182  0.445
H -2.426844 -0.679068 5.323216  0.405
C -4.160131 -2.030710 2.242209  -1.134
H -4.069500 -3.070027 1.899209  0.405
H -4.359277 -1.374219 1.381931  0.365
H -4.979168 -1.929384 2.966557  0.455
C -1.780108 -3.068429 3.362639  -1.209
H -2.407082 -3.646839 4.053179  0.500
H -0.803556 -2.884761 3.833435  0.432
H -1.621125 -3.630675 2.433848  0.376
P 3.294677 -1.579591 -0.609907  0.915
C 4.228278 -0.308535 0.296918  -1.140
H 5.291228 -0.387035 0.037209  0.527
H 4.088182 -0.451804 1.374710  0.381
H 3.853315 0.685906 0.026553  0.259
C 3.522889 -3.090765 0.392070  -1.344
H 2.857045 -3.887881 0.036730  0.347
H 3.253909 -2.865304 1.431385  0.295
H 4.567547 -3.418790 0.325053  0.524
C 4.269865 -1.881731 -2.121644  -1.216
H 5.037439 -2.637452 -1.915771  0.491
H 4.731074 -0.944115 -2.453943  0.421
H 3.604235 -2.243902 -2.915180  0.359
P -1.054476 2.291253 -2.911037  0.828
C -0.894791 4.100434 -2.811114  -1.379
H -1.383039 4.539533 -3.689361  0.526
H 0.181565 4.330674 -2.813483  0.382
H -1.344006 4.459701 -1.874685  0.343
C -1.286220 1.998652 -4.701855  -1.302
H -1.528987 2.951151 -5.187105  0.437
H -2.066085 1.245553 -4.878098  0.418
H -0.325476 1.620871 -5.085535  0.347
C -2.744250 2.016877 -2.246236  -1.265
H -3.483023 2.458622 -2.927005  0.434
H -2.810742 2.493499 -1.257682  0.368
H -2.931837 0.939517 -2.127379  0.322
V 0.384220 -1.297631 -1.038887  0.355
C 0.825714 -0.217342 0.947633  0.488
O 1.371197 -0.927960 1.802656  -0.791
C 1.651762 0.373383 -1.940294  0.103
O 2.304161 0.775390 -2.815560  -0.221
C 0.188419 -1.979064 -2.923980  -1.190
C -0.987985 -1.361052 -2.498183  -0.099
C -1.563313 -1.719578 -1.269905  -0.829
C -0.933394 -2.674888 -0.463350  0.573
C 0.251359 -3.283723 -0.884210  -0.723
C 0.805783 -2.930258 -2.119451  -0.414
H 0.628041 -1.716630 -3.881274  0.611
H -1.480961 -0.635529 -3.138493  0.814
H -2.479593 -1.236849 -0.940435  0.562
H -1.369080 -2.937064 0.502876  0.023
H 0.753356 -4.011671 -0.258315  0.650
H 1.725287 -3.402975 -2.462456  0.855
C 1.352765 4.543642 0.190760  -0.786
N 0.746576 3.449229 0.964243  0.079
C -0.142969 3.731841 1.962976  -0.272
C -0.555924 2.736838 2.810371  -1.186
C -0.071514 1.448916 2.599851  1.061
N 0.467307 1.140343 1.357875  0.398
C 0.957177 2.163699 0.549267  0.163
O 1.585732 1.898084 -0.501801  -0.664
N -0.098378 0.488689 3.517415  -0.180
H 2.372259 4.274667 -0.096378  0.309
H 1.371392 5.424084 0.842562  0.429
H 0.768958 4.776730 -0.711205  0.179
H -0.389891 4.784629 2.059211  0.526
H -1.159277 2.952246 3.680783  0.509
H 0.391651 -0.392917 3.334196  0.069
H -0.517162 0.679745 4.418983  0.235

Cartesian forces (eV/Å) of the 3 atoms listed first:
-2.24 -3.17 2.20
0.69 1.70 -0.18
0.11 0.14 -0.30

Computed properties:
Strongest force on any atom, Eh/bohr: 0.233
Relative energy (zero: lowest compared OMol25 entry of this formula, charge and spin), kcal/mol: 0.00
DFT total energy, a.u.: -3218.67430
Multiplicity: 2
E_LUMO (spin up / spin down), eV: -14.26 / -15.00
⟨S²⟩: 0.75
M, g/mol: 538.446
Net charge: +4